Record 1
Density functional theory data (ωB97M-V with the def2-TZVPD basis set) for a molecular structure, C34H34N2NdO4PSSi in a non-equilibrium geometry.

Structure (XYZ):
```
78
Properties=species:S:1:pos:R:3:forces:R:3:mulliken_spin:R:1
Nd -3.0008 -16.7971 10.0034 1.3 2.0 -1.2 3.0475
O -4.0074 -17.5349 11.8628 -3.3 -1.4 -0.9 -0.0044
C -5.1355 -17.8356 11.2292 2.3 2.8 0.0 -0.0007
N -5.3982 -17.2569 10.0026 0.0 -1.8 1.6 -0.0032
S -6.6263 -18.1043 9.2951 -0.7 0.4 -0.6 0.0000
O -7.6670 -17.1755 8.9109 0.9 -1.1 0.1 -0.0001
O -6.1040 -19.0879 8.3599 -0.3 1.0 -0.1 0.0000
C -7.0338 -19.0678 10.7066 0.8 -0.7 0.4 0.0002
C -7.8024 -20.2071 10.7866 -0.5 -0.1 0.9 0.0000
C -7.7963 -20.8943 12.0109 0.5 0.5 0.0 0.0004
C -6.9703 -20.5253 13.0808 -0.1 1.6 -0.7 -0.0002
C -6.1864 -19.3593 12.9851 -0.1 -1.0 -0.9 0.0000
C -6.1282 -18.7532 11.7159 -1.0 -0.5 1.3 -0.0010
H -8.4125 -20.5662 9.9726 -0.1 0.2 -0.1 0.0000
H -8.4840 -21.6931 12.1801 -0.2 -0.6 -0.2 0.0000
H -6.9491 -21.0801 13.9944 -0.3 -0.2 0.4 0.0000
H -5.6336 -18.9872 13.8412 0.3 -0.1 -0.3 0.0000
C -3.6308 -21.1259 8.3538 1.2 -0.9 0.0 0.0000
P -2.5228 -19.8514 7.6407 -2.4 0.1 2.3 0.0014
C -3.2804 -19.4030 6.0978 0.7 -0.8 -2.6 0.0003
C -1.0000 -20.7336 7.5124 0.9 -0.2 -0.7 0.0001
O -2.5414 -18.6385 8.5710 0.1 -0.4 -0.3 -0.0075
H -3.3503 -21.3736 9.4036 0.2 0.2 -0.7 0.0000
H -3.5122 -22.0563 7.7386 -0.4 0.7 0.5 0.0000
H -4.6414 -20.7780 8.4188 -0.6 0.2 -0.4 0.0001
H -3.3090 -20.2610 5.3452 0.2 0.8 1.1 -0.0001
H -2.7200 -18.6033 5.5797 -0.1 -0.3 0.4 0.0000
H -4.3107 -19.0715 6.1573 -0.1 0.1 0.7 0.0000
H -1.1447 -21.5009 6.7311 0.1 0.2 0.3 0.0000
H -0.7233 -21.2367 8.4670 -0.2 0.6 -0.7 0.0000
H -0.2234 -20.0494 7.1415 0.0 -0.3 0.4 -0.0001
C -3.8922 -13.9625 13.8843 0.2 -1.1 1.0 0.0003
C -4.8636 -13.3698 13.0701 0.3 -0.6 -0.5 -0.0016
C -4.7580 -13.3762 11.6980 0.5 -0.8 -0.4 -0.0003
C -3.6994 -14.1394 11.0884 0.8 0.5 2.0 -0.0094
C -2.6580 -14.7222 11.9518 -0.8 1.2 -0.1 0.0059
C -2.7902 -14.6307 13.3609 -0.4 0.3 -0.5 0.0011
N -3.6299 -14.3875 9.7782 1.0 -1.8 -0.9 -0.0055
C -4.2999 -13.6123 8.8700 -1.4 2.9 -0.6 -0.0025
C -4.2732 -12.1499 8.9439 -1.3 -2.2 -0.8 -0.0023
C -5.1671 -11.4400 8.1424 0.8 -0.1 -0.3 0.0006
C -5.9927 -12.0267 7.1780 0.5 -0.9 0.2 -0.0008
C -5.9696 -13.4240 7.0416 -0.3 0.6 0.3 0.0007
C -5.1782 -14.1574 7.9029 1.2 -1.0 1.0 -0.0002
H -4.0659 -14.0371 14.9695 0.1 0.3 -0.6 0.0000
H -5.7726 -13.0485 13.5282 -0.3 0.7 0.2 -0.0001
H -5.4703 -12.9000 11.0167 0.1 -0.2 0.6 0.0002
H -1.6544 -14.8215 11.5231 -0.2 -0.4 -0.1 -0.0027
H -2.0527 -15.0613 14.0605 -0.3 0.3 -0.6 0.0000
H -3.7125 -11.6374 9.6984 0.4 0.1 0.2 0.0001
H -5.1233 -10.3642 8.1963 -0.2 0.3 0.1 0.0000
H -6.6119 -11.4059 6.5547 -0.2 0.1 -0.1 0.0000
H -6.6295 -13.9780 6.3678 0.2 0.4 0.1 0.0000
H -5.2355 -15.2535 7.9396 -0.2 0.3 -0.3 0.0002
C 3.8146 -17.7903 11.1222 -0.5 1.0 0.2 0.0001
C 3.8199 -17.1867 9.8738 1.9 -0.3 -0.8 -0.0006
C 2.6785 -16.8218 9.2024 -0.9 -0.7 1.4 -0.0007
C 1.4373 -16.9303 9.8693 0.3 -0.4 -0.2 -0.0021
C 1.4243 -17.5388 11.1495 -0.3 0.6 -1.1 -0.0007
C 2.5946 -17.9600 11.7642 -0.1 -0.1 0.6 -0.0007
Si -0.1675 -16.4360 8.9731 -0.5 0.6 0.0 -0.0057
C 0.0453 -14.5982 8.2951 1.3 -1.6 0.9 -0.0014
C 0.7844 -13.7051 9.0907 -1.2 2.2 -1.0 0.0001
C 0.9144 -12.3451 8.6596 0.5 -0.8 1.1 0.0004
C 0.6133 -12.0229 7.3410 -0.1 0.5 0.4 -0.0007
C 0.0537 -12.9559 6.4951 -1.4 -1.4 1.1 0.0003
C -0.3468 -14.2202 7.0320 0.2 1.0 -1.8 -0.0019
H 4.7578 -17.9364 11.6152 0.1 -0.4 0.2 0.0001
H 4.8053 -17.0481 9.3669 -0.9 -0.1 0.4 0.0000
H 2.7427 -16.5990 8.1652 -0.1 0.7 -0.6 -0.0001
H 0.4485 -17.6893 11.6184 0.3 0.1 0.1 -0.0006
H 2.5192 -18.3435 12.7877 0.2 -0.1 -0.4 0.0000
H -0.1506 -17.3394 7.7450 0.2 0.3 -0.1 -0.0019
H 1.0454 -13.9703 10.0942 0.3 -0.2 0.4 -0.0001
H 1.2396 -11.5276 9.3679 -0.2 -1.2 -0.9 0.0000
H 0.6980 -10.9879 7.0222 0.2 -0.1 -0.1 0.0000
H -0.2978 -12.6602 5.5239 0.1 0.0 -0.4 0.0000
H -0.9488 -14.8933 6.3796 0.6 0.4 0.6 0.0000
```
Positions in Å, forces in eV/Å.

Results
**LUMO energy (alpha / beta)**: -1.0 / -1.0 eV
**Frontier orbital gap (alpha / beta)**: 5.6 / 5.6 eV
**Multiplicity**: 4
**<S²>**: 3.754
**Charge**: 0



Record 2
Density functional theory data (ωB97M-V with the def2-TZVPD basis set) for a molecular structure, C34H34N6O5Sr in a non-equilibrium geometry.

Structure (XYZ):
```
80
Properties=species:S:1:pos:R:3:forces:R:3:lowdin_charge:R:1
Sr 1.7213 -1.0181 -0.1025 -0.4 -0.1 0.8 1.4881
C 0.3017 -4.4286 0.0081 -1.3 -0.6 0.4 -0.1360
N -0.3564 -3.3249 0.7018 0.4 0.3 0.6 -0.1752
C -1.7018 -3.0961 0.2164 0.9 0.9 0.1 -0.1311
C -1.6256 -2.5088 -1.1637 0.0 1.2 1.1 -0.2704
C -2.8735 -2.3673 -1.7486 -0.2 0.6 -2.6 -0.0222
C -2.8505 -1.8767 -3.0736 2.6 0.3 0.2 -0.0052
C -1.5737 -1.4348 -3.6562 -2.5 -1.5 1.3 -0.0341
C -0.4527 -1.5658 -2.8784 1.5 1.4 -0.2 -0.1590
N -0.4469 -2.0178 -1.6196 -1.4 -1.0 -0.3 0.0403
C -0.2698 -3.4346 2.1478 0.8 -2.6 -1.2 -0.1565
C -0.3729 -2.1897 2.8504 -1.0 2.2 0.9 -0.3241
C -1.2550 -2.0997 3.9120 0.0 0.4 1.2 -0.0055
C -1.2961 -0.9019 4.6873 1.1 -1.1 -0.6 -0.0308
C -0.3924 0.1205 4.3539 -1.1 0.7 0.5 -0.0532
C 0.2998 -0.0108 3.1536 1.5 0.2 -0.2 -0.1083
N 0.3332 -1.1439 2.4233 0.3 1.0 0.0 0.0721
C 1.7553 -4.5246 0.3176 -0.4 -0.8 -0.7 -0.3333
C 2.2429 -5.4805 1.1727 1.2 -1.0 1.8 -0.0200
C 3.6617 -5.5763 1.3742 -0.6 0.4 -0.8 -0.0058
C 4.4921 -4.6721 0.6730 -0.5 -2.2 1.2 -0.0357
C 3.8376 -3.7260 -0.0500 0.5 0.8 -2.1 -0.1708
N 2.5480 -3.7291 -0.3737 0.3 1.6 0.9 0.0599
H 0.1311 -4.1931 -1.0424 0.3 -0.6 -0.1 0.1164
H -0.1779 -5.4052 0.2994 0.2 0.6 -0.4 0.1427
H -2.2289 -2.3607 0.8705 0.4 -0.5 -0.3 0.1562
H -2.3348 -3.9806 0.1170 0.0 -0.4 0.4 0.1314
H -3.8421 -2.6240 -1.2525 1.2 0.0 -0.4 0.1398
H -3.7236 -1.8916 -3.6787 -0.7 0.3 -0.3 0.0904
H -1.4877 -1.0974 -4.6711 -0.2 0.1 -0.2 0.0960
H 0.5432 -1.1580 -3.2534 -1.4 -0.7 0.4 0.1344
H 0.7147 -3.9055 2.3684 -0.6 0.4 0.0 0.1384
H -1.0332 -4.1372 2.5010 0.0 -0.1 0.2 0.1311
H -1.7625 -3.0551 4.1643 0.0 1.1 0.1 0.1223
H -1.8828 -0.8586 5.5950 -0.1 0.1 -0.1 0.1036
H -0.3089 1.0590 4.9955 -0.1 -1.4 -1.1 0.1344
H 1.0177 0.7948 2.8266 -1.0 -0.8 0.2 0.1344
H 1.5088 -6.1119 1.7410 1.0 0.5 -0.6 0.1308
H 4.1407 -6.3203 2.0213 -0.5 0.2 -0.3 0.1114
H 5.5754 -4.8446 0.6029 -0.6 0.6 0.5 0.1252
H 4.4046 -2.9670 -0.5657 0.3 0.1 -0.1 0.1122
O 5.9790 4.0572 0.1237 -2.1 1.0 -1.1 0.0434
C 4.9746 3.1125 0.2347 1.6 0.0 0.3 -0.2670
C 3.7624 3.2222 -0.4161 -0.7 0.1 -0.2 0.0523
C 2.8375 2.1922 -0.3646 1.2 -0.8 0.0 -0.1989
N 3.2091 1.0377 0.1779 -0.3 0.2 1.4 0.0162
C 4.3094 1.0121 0.9561 -0.4 -2.0 -0.9 -0.1729
C 5.2732 1.9854 1.0041 -0.7 0.7 -0.2 0.0728
C 4.5768 -0.3461 1.6668 2.2 2.8 0.7 -0.6577
O 5.6255 -0.2367 2.3243 -0.5 -1.4 0.2 -0.0077
O 3.7717 -1.2758 1.5330 -1.4 -1.2 -0.7 -0.1327
C 1.4363 2.2328 -0.9008 -1.5 3.3 -1.1 -0.5952
O 1.0172 3.3987 -1.2081 1.0 -2.3 0.4 -0.0233
O 0.7412 1.1771 -0.9711 0.7 -0.9 0.2 -0.1809
H 5.5572 4.7996 -0.4092 1.1 -1.1 1.0 0.1361
H 3.5042 4.0533 -1.0284 -0.1 0.8 -0.2 0.1161
H 6.1655 1.8209 1.6030 -0.2 0.2 -0.3 0.1359
C -1.8027 5.1464 -1.6365 3.0 2.3 -0.6 -0.1791
N -2.0878 4.1330 -2.6746 1.2 -0.7 1.4 -0.2041
C -1.0585 4.2036 -3.7297 0.3 -1.0 -2.3 -0.0561
C -2.2062 2.7407 -2.0256 0.4 -0.2 0.4 -0.0671
C -3.2721 2.7611 -0.9508 -0.3 1.2 0.4 -0.2009
C -4.1108 1.7062 -0.6246 0.0 0.0 0.3 -0.0718
C -5.0949 1.8960 0.3419 -1.2 1.3 0.8 -0.1310
C -5.3094 3.1481 0.9151 1.5 1.1 -1.0 -0.0991
C -4.3411 4.1988 0.6601 -3.8 -1.0 1.3 -0.0961
C -3.3778 3.9972 -0.2576 0.0 -1.9 1.6 -0.1059
H -1.7249 6.0986 -2.1403 0.1 0.4 -0.5 0.0407
H -0.8102 4.9049 -1.2088 -0.3 0.0 -0.4 0.0690
H -2.5735 4.8269 -0.5600 -1.0 -0.4 -0.3 -0.0068
H -2.9836 4.3620 -3.0721 -0.5 0.0 -0.2 0.1535
H -0.2168 3.4169 -3.5969 -1.7 1.3 -0.1 0.1207
H -0.6197 5.2114 -3.8136 -0.2 -0.6 0.6 0.0853
H -1.6585 4.1215 -4.6991 1.1 -0.6 0.7 0.0986
H -1.2175 2.4826 -1.5625 -0.6 0.5 -0.7 0.1127
H -2.4634 1.9979 -2.7843 0.2 0.2 -0.2 0.1187
H -4.0779 0.7247 -1.0609 0.4 -0.3 -0.5 0.0816
H -5.8660 1.1983 0.6499 0.4 -0.7 -0.6 0.0858
H -6.2554 3.3694 1.3947 0.2 -0.2 0.6 0.0819
H -4.5919 5.1750 1.1464 0.8 -0.7 -0.4 0.0987
```
Positions in Å, forces in eV/Å.

Results
**LUMO energy**: -0.1 eV
**Frontier orbital gap**: 4.5 eV
**Charge**: 0



E_tot (eV)
-90259.441 -55821.383